[1]
{
  "formula": "C10H14Cl2O4Si2",
  "method": "ωB97M-V/def2-TZVPD",
  "multiplicity": 1,
  "elements": ["C", "C", "Cl", "C", "Cl", "Si", "O", "Si", "O", "O", "C", "O", "C", "C", "C", "C", "C", "C", "H", "H", "H", "H", "H", "H", "H", "H", "H", "H", "H", "H", "H", "H"],
  "coordinates": [[2.7783, 2.0895, 0.0283], [3.6129, 1.1660, -0.8827], [3.6616, 1.9742, -2.5317], [3.0257, -0.2555, -1.0847], [1.5278, -0.1631, -2.0786], [2.8020, -1.2666, 0.5096], [2.3007, -0.3887, 1.8516], [0.7003, -0.5883, 2.2361], [0.1691, 0.5587, 3.2758], [-0.1960, -0.7234, 0.7993], [-1.0127, 0.3194, 0.4854], [-0.7179, 1.4877, 0.6066], [-2.3484, -0.0840, -0.0953], [-3.5266, -0.0471, 0.6139], [-4.6672, -0.4663, -0.0096], [-4.6795, -0.8958, -1.3054], [-3.4975, -0.9153, -2.0139], [-2.3460, -0.5020, -1.3985], [1.8506, 1.6379, 0.3694], [3.4096, 2.3722, 0.8755], [2.5378, 3.0164, -0.4884], [4.6613, 1.1166, -0.5950], [3.7563, -0.8073, -1.6866], [1.8956, -2.3880, 0.1943], [4.1052, -1.8845, 0.8203], [0.5603, -1.8861, 2.9089], [-0.7828, 0.6961, 3.2528], [-3.5160, 0.3038, 1.6392], [-5.5984, -0.4564, 0.5484], [-5.5762, -1.2448, -1.8025], [-3.4469, -1.2455, -3.0437], [-1.4431, -0.5294, -1.9986]],
  "atomic_forces_ev_per_a": [[0.7, 0.1, 0.1], [-1.1, 0.3, -0.8], [0.6, -0.2, 0.2], [0.5, 0.7, 0.1], [0.0, -0.3, 0.4], [0.5, -0.1, 0.0], [-1.0, -0.5, -0.7], [0.6, -0.3, 0.5], [0.1, -0.2, -0.6], [-0.2, 0.8, 0.9], [-0.8, 1.0, -0.6], [0.2, -1.1, 0.3], [1.3, 0.0, 0.4], [0.8, 0.3, 0.6], [-1.6, 0.1, 0.9], [-0.1, -0.5, -1.1], [-0.2, -0.1, -0.4], [0.8, -0.3, -1.1], [0.1, 0.0, 0.0], [-0.3, -0.1, 0.2], [-0.1, -0.1, 0.0], [-0.1, -0.2, 0.1], [-0.2, -0.1, 0.0], [-0.1, 0.1, 0.1], [0.1, 0.2, 0.1], [0.0, -0.1, -0.2], [0.0, 0.3, 0.1], [-0.2, -0.1, 0.0], [0.0, 0.0, 0.0], [-0.1, 0.1, 0.3], [-0.2, 0.0, 0.0], [0.2, 0.1, 0.3]],
  "nbo_charge": [-0.648, -0.168, -0.097, -0.661, -0.048, 1.428, -1.226, 2.094, -1.076, -0.860, 0.782, -0.553, -0.063, -0.219, -0.209, -0.195, -0.197, -0.218, 0.232, 0.221, 0.240, 0.227, 0.250, -0.180, -0.195, -0.256, 0.506, 0.213, 0.216, 0.217, 0.218, 0.225]
}



[2]
{
  "formula": "C5H6O2",
  "method": "ωB97M-V/def2-TZVPD",
  "de_lowest_kj_mol": 468.5,
  "multiplicity": 1,
  "elements": ["O", "C", "C", "C", "C", "C", "O", "H", "H", "H", "H", "H", "H"],
  "coordinates": [[2.2297, 0.5171, -1.4135], [1.8886, 0.1367, -0.1033], [0.4487, -0.1652, 0.1180], [-0.4462, -0.5739, 0.8974], [-1.7967, -0.7794, 1.0497], [-1.2884, 0.2773, -0.5144], [-1.6255, 1.4316, -0.5074], [1.8960, 1.4101, -1.5649], [2.2012, 0.8888, 0.6352], [2.4541, -0.7770, 0.1055], [-2.3758, -0.0841, 1.6502], [-2.1974, -1.7828, 0.9198], [-1.3885, -0.4990, -1.2723]],
  "atomic_forces_ev_per_a": [[-0.1, 0.2, -0.1], [0.0, -0.1, 0.3], [-0.1, -0.2, 0.4], [0.2, 0.1, -0.2], [-0.1, -0.1, 0.1], [-0.2, 0.4, -0.4], [0.2, -0.4, 0.1], [0.0, -0.1, -0.1], [0.0, -0.1, -0.1], [-0.1, 0.1, 0.0], [0.1, -0.1, -0.1], [0.1, 0.2, 0.0], [0.1, 0.1, 0.2]],
  "nbo_charge": [-0.696, -0.112, -0.087, 0.060, -0.506, 0.426, -0.613, 0.473, 0.193, 0.211, 0.241, 0.231, 0.178]
}



[3]
{
  "formula": "C4H6N2OS",
  "method": "ωB97M-V/def2-TZVPD",
  "smiles": "O/N=C\\[C@@H]1CN1C=S",
  "de_lowest_kj_mol": 545.6,
  "multiplicity": 1,
  "elements": ["O", "N", "C", "C", "C", "N", "C", "S", "H", "H", "H", "H", "H", "H"],
  "coordinates": [[2.3478, -1.4647, -0.6555], [2.2956, -1.0103, 0.6996], [1.2507, -0.2557, 0.8487], [0.1146, 0.0653, -0.1083], [-0.3400, 1.4329, -0.2877], [-1.3008, 0.4438, 0.3575], [-2.4609, -0.0054, 0.0014], [-2.9128, -1.6125, 0.1288], [3.1888, -2.0196, -0.6630], [1.1795, 0.2041, 1.9025], [0.1315, -0.4809, -1.0070], [-0.2125, 1.7293, -1.4322], [-0.1209, 2.1821, 0.4454], [-3.1608, 0.7916, -0.2303]],
  "atomic_forces_ev_per_a": [[1.7, -1.1, 0.8], [-1.8, 1.4, -1.3], [0.1, -0.3, 2.1], [0.2, -0.6, 2.3], [-0.8, 0.6, -1.9], [6.0, 1.8, -1.2], [-2.7, -2.7, -0.2], [0.2, 1.5, -0.4], [-1.7, 1.1, 0.0], [0.1, -0.8, -1.7], [-0.1, -0.9, -0.9], [-1.4, -0.3, 2.5], [0.5, 0.4, 0.0], [-0.3, -0.1, -0.2]],
  "nbo_charge": [-0.593, -0.097, 0.029, -0.116, -0.235, -0.382, -0.042, -0.131, 0.485, 0.207, 0.237, 0.222, 0.218, 0.196]
}



[4]
{
  "formula": "C20H26N4O3",
  "method": "ωB97M-V/def2-TZVPD",
  "smiles": "CCOC(=O)N1CCN(C(=O)c2ccc3c(c2)ncn3C2CCCC2)CC1",
  "de_lowest_kj_mol": 83.7,
  "multiplicity": 1,
  "elements": ["C", "C", "O", "C", "O", "N", "C", "C", "N", "C", "O", "C", "C", "C", "C", "C", "C", "N", "C", "N", "C", "C", "C", "C", "C", "C", "C", "H", "H", "H", "H", "H", "H", "H", "H", "H", "H", "H", "H", "H", "H", "H", "H", "H", "H", "H", "H", "H", "H", "H", "H", "H", "H"],
  "coordinates": [[8.6384, 0.3450, 0.3239], [7.3998, 1.2081, 0.4734], [6.2784, 0.4652, -0.0049], [5.0883, 1.0937, 0.1010], [4.9502, 2.1937, 0.5842], [4.0736, 0.3669, -0.4263], [2.7116, 0.8271, -0.2712], [1.9566, -0.1041, 0.6871], [2.0609, -1.4634, 0.2155], [1.0367, -2.2307, -0.2343], [1.2131, -3.3513, -0.6723], [-0.3273, -1.6156, -0.1431], [-0.7363, -0.7147, -1.1369], [-2.0007, -0.1648, -1.1415], [-2.8594, -0.5373, -0.1184], [-2.4577, -1.4505, 0.8889], [-1.1820, -2.0012, 0.8726], [-3.4939, -1.6407, 1.7660], [-4.4582, -0.8983, 1.3199], [-4.1545, -0.2021, 0.1876], [-5.0232, 0.6967, -0.5285], [-6.3636, 0.0309, -0.9167], [-7.4364, 0.7497, -0.0978], [-6.8829, 2.1646, 0.0420], [-5.3998, 1.9310, 0.3193], [3.4262, -1.9251, 0.0854], [4.1893, -1.0039, -0.8732], [8.7854, 0.0787, -0.7194], [8.5321, -0.5679, 0.9038], [9.5075, 0.8919, 0.6774], [7.4865, 2.1336, -0.1067], [7.2264, 1.4805, 1.5205], [2.7414, 1.8451, 0.1187], [2.2232, 0.8229, -1.2516], [0.9093, 0.1883, 0.7591], [2.4139, -0.0387, 1.6818], [-0.0429, -0.4564, -1.9240], [-2.2995, 0.5247, -1.9173], [-0.8754, -2.7066, 1.6277], [-5.4201, -0.8313, 1.7909], [-4.4812, 1.0018, -1.4270], [-6.5490, 0.1773, -1.9810], [-6.3408, -1.0412, -0.7245], [-7.5356, 0.2922, 0.8876], [-8.4098, 0.7255, -0.5841], [-7.0086, 2.7066, -0.8966], [-7.3672, 2.7315, 0.8351], [-5.2510, 1.6994, 1.3753], [-4.7858, 2.7961, 0.0740], [3.3971, -2.9463, -0.2981], [3.9062, -1.9148, 1.0703], [5.2406, -1.2809, -0.9189], [3.7502, -1.0805, -1.8745]],
  "atomic_forces_ev_per_a": [[-0.5, 0.1, 0.0], [0.3, 0.3, 0.2], [-0.1, -0.2, -0.1], [0.0, 0.0, -0.1], [0.1, 0.3, 0.2], [0.0, -0.1, -0.1], [-0.2, 0.2, 0.4], [-0.1, 0.5, -0.1], [0.2, 0.0, 0.1], [-0.1, 0.0, 0.1], [-0.1, -0.3, -0.1], [-0.2, -0.2, 0.0], [0.0, 0.0, 0.0], [0.0, 0.1, -0.1], [0.4, -0.4, 0.3], [-0.1, 0.5, -0.6], [0.1, 0.1, -0.2], [-0.1, -0.4, 0.5], [0.0, 0.0, 0.0], [0.3, -0.2, 0.1], [-0.2, 0.2, -0.1], [-0.1, 0.0, 0.0], [0.0, 0.1, -0.2], [0.0, 0.0, 0.1], [-0.1, 0.1, -0.1], [0.2, -0.2, -0.4], [0.1, -0.3, 0.1], [0.1, 0.0, -0.1], [0.1, -0.1, 0.1], [0.1, 0.0, 0.0], [0.0, -0.1, 0.1], [0.0, 0.0, -0.2], [-0.1, -0.1, -0.1], [0.0, 0.0, 0.0], [0.1, 0.0, 0.0], [-0.1, 0.0, 0.0], [0.1, 0.0, -0.1], [0.0, 0.1, -0.1], [0.0, -0.1, 0.1], [-0.3, 0.1, 0.0], [0.0, -0.1, 0.1], [0.0, 0.0, 0.0], [0.0, 0.0, -0.1], [0.0, 0.0, 0.1], [-0.1, -0.1, 0.1], [0.0, 0.1, 0.0], [0.0, 0.1, 0.0], [0.0, 0.0, 0.0], [0.1, 0.0, 0.1], [0.1, 0.1, 0.1], [0.0, 0.0, 0.0], [-0.1, 0.0, -0.1], [0.0, -0.1, 0.0]],
  "nbo_charge": [-0.623, -0.062, -0.532, 0.896, -0.661, -0.453, -0.228, -0.227, -0.439, 0.680, -0.616, -0.140, -0.212, -0.231, 0.098, 0.159, -0.201, -0.469, 0.212, -0.357, -0.037, -0.416, -0.402, -0.402, -0.410, -0.238, -0.224, 0.211, 0.211, 0.217, 0.186, 0.189, 0.250, 0.189, 0.235, 0.197, 0.215, 0.214, 0.231, 0.197, 0.215, 0.214, 0.224, 0.196, 0.218, 0.198, 0.217, 0.210, 0.220, 0.253, 0.193, 0.239, 0.195]
}



[5]
{
  "formula": "C58H52As2BrN3O3SSiTa",
  "method": "ωB97M-V/def2-TZVPD",
  "de_lowest_kj_mol": 107.7,
  "multiplicity": 1,
  "total_charge": 1,
  "elements": ["Ta", "N", "C", "S", "N", "N", "C", "C", "C", "C", "C", "C", "C", "O", "H", "H", "H", "H", "H", "H", "H", "C", "C", "As", "C", "C", "C", "C", "C", "C", "C", "C", "C", "C", "C", "C", "As", "C", "C", "C", "C", "C", "C", "C", "C", "C", "C", "C", "C", "H", "H", "H", "H", "H", "H", "H", "H", "H", "H", "H", "H", "H", "H", "H", "H", "H", "H", "H", "H", "H", "H", "H", "H", "O", "H", "H", "Br", "C", "C", "C", "C", "C", "C", "H", "H", "H", "H", "O", "Si", "C", "C", "C", "C", "C", "C", "C", "C", "C", "C", "C", "C", "C", "C", "C", "C", "C", "C", "H", "H", "H", "H", "H", "H", "H", "H", "H", "H", "H", "H", "H", "H", "H"],
  "coordinates": [[1.0117, -0.2440, 0.4442], [4.1412, 3.2934, 0.4356], [3.5155, 2.1062, 0.4133], [2.2503, 1.8395, 1.5531], [3.9051, 1.1828, -0.4150], [3.3270, -0.0159, -0.3077], [4.0003, -1.0446, -0.6919], [3.6604, -2.3781, -0.3038], [4.3273, -3.4551, -0.9034], [4.1665, -4.7423, -0.4507], [3.3853, -4.9653, 0.6760], [2.7357, -3.9235, 1.3045], [2.7922, -2.6178, 0.7970], [2.0105, -1.6580, 1.2914], [3.8946, 3.9557, 1.1495], [4.9792, 3.4258, -0.1034], [4.9595, -0.8840, -1.1802], [4.9490, -3.2592, -1.7633], [4.6531, -5.5668, -0.9497], [3.2736, -5.9678, 1.0563], [2.1248, -4.1256, 2.1732], [-2.0848, -0.9337, 3.3424], [-2.2494, 0.5580, 3.0829], [-0.6488, 1.4140, 2.2061], [0.3638, 1.6631, 3.8723], [0.9650, 0.5393, 4.4313], [1.7356, 0.6418, 5.5742], [1.9316, 1.8815, 6.1601], [1.3487, 3.0085, 5.6052], [0.5683, 2.9032, 4.4670], [-1.4733, 3.2104, 2.0289], [-2.4555, 3.6623, 2.9109], [-3.0239, 4.9132, 2.7523], [-2.6176, 5.7364, 1.7150], [-1.6332, 5.3054, 0.8416], [-1.0637, 4.0502, 0.9976], [-1.1699, -1.9319, 1.8778], [-2.7660, -2.5169, 0.8678], [-2.7250, -3.7168, 0.1613], [-3.7913, -4.1181, -0.6246], [-4.9254, -3.3274, -0.7187], [-4.9856, -2.1393, -0.0126], [-3.9164, -1.7393, 0.7741], [-1.0048, -3.5348, 3.0466], [-2.0436, -4.4367, 3.2569], [-1.8945, -5.4906, 4.1413], [-0.7016, -5.6677, 4.8233], [0.3358, -4.7685, 4.6361], [0.1762, -3.7010, 3.7659], [-3.0576, -1.4009, 3.5370], [-1.4761, -1.0888, 4.2405], [-2.4305, 1.0610, 4.0422], [-3.1049, 0.7522, 2.4254], [0.8439, -0.4344, 3.9543], [2.1922, -0.2382, 6.0035], [2.5479, 1.9698, 7.0406], [1.5063, 3.9761, 6.0566], [0.1244, 3.7879, 4.0237], [-2.7731, 3.0452, 3.7411], [-3.7793, 5.2430, 3.4491], [-3.0693, 6.7087, 1.5923], [-1.3070, 5.9479, 0.0369], [-0.2863, 3.7152, 0.3170], [-1.8516, -4.3504, 0.2518], [-3.7388, -5.0542, -1.1592], [-5.7514, -3.6362, -1.3414], [-5.8636, -1.5144, -0.0749], [-4.0005, -0.8188, 1.3367], [-2.9795, -4.3112, 2.7269], [-2.7199, -6.1677, 4.3006], [-0.5895, -6.5021, 5.4995], [1.2705, -4.8981, 5.1654], [0.9786, -2.9765, 3.6465], [-1.8290, 0.2244, -0.2323], [-1.7853, 0.9163, -0.9199], [-2.6285, -0.2809, -0.4339], [-0.2451, -5.5927, -3.9197], [0.0381, -4.1308, -2.7370], [0.1910, -4.3635, -1.3831], [0.3801, -3.2914, -0.5294], [0.4484, -1.9726, -0.9787], [0.2709, -1.7900, -2.3427], [0.0554, -2.8367, -3.2216], [0.1569, -5.3690, -0.9931], [0.4493, -3.5236, 0.5317], [0.2726, -0.7899, -2.7391], [-0.0894, -2.6440, -4.2711], [0.6859, 0.9604, -1.0297], [0.4907, 1.7047, -2.4667], [-1.3899, 1.6441, -2.8251], [-1.9365, 0.7601, -3.7524], [-3.2904, 0.7579, -4.0360], [-4.1312, 1.6642, -3.4117], [-3.6131, 2.5560, -2.4871], [-2.2589, 2.5406, -2.1956], [1.4051, 0.9315, -3.9479], [1.0389, 1.3646, -5.2209], [1.6526, 0.8690, -6.3564], [2.6653, -0.0684, -6.2381], [3.0581, -0.5007, -4.9826], [2.4363, 0.0012, -3.8520], [1.0398, 3.5204, -2.5353], [0.2332, 4.4959, -3.1168], [0.6953, 5.7874, -3.2947], [1.9702, 6.1320, -2.8794], [2.7919, 5.1710, -2.3158], [2.3364, 3.8730, -2.1750], [-1.2912, 0.0710, -4.2727], [-3.6912, 0.0601, -4.7550], [-5.1831, 1.6838, -3.6505], [-4.2601, 3.2746, -2.0035], [-1.8666, 3.2527, -1.4809], [0.2532, 2.0979, -5.3181], [1.3410, 1.2090, -7.3337], [3.1458, -0.4641, -7.1200], [3.8446, -1.2377, -4.8901], [2.7444, -0.3454, -2.8750], [-0.7652, 4.2414, -3.4448], [0.0621, 6.5221, -3.7714], [2.3280, 7.1411, -3.0091], [3.7916, 5.4324, -2.0036], [2.9888, 3.1012, -1.7999]],
  "atomic_forces_ev_per_a": [[-0.2, 0.9, -0.8], [0.0, 0.1, 0.1], [0.0, -1.1, -0.2], [-0.5, -0.3, 0.3], [1.2, 1.3, -0.8], [-2.0, -0.9, 0.5], [0.1, 0.7, 0.2], [-0.6, -0.6, 0.5], [-0.2, 0.2, 0.0], [0.0, -0.1, 0.0], [0.1, 0.1, 0.0], [-0.1, 0.4, 0.2], [1.2, -1.1, -0.8], [-0.3, 0.3, 0.4], [0.0, 0.0, -0.1], [0.0, 0.0, 0.0], [0.0, 0.1, 0.0], [0.2, 0.1, -0.1], [0.0, 0.0, 0.0], [0.0, -0.1, 0.1], [-0.1, 0.0, 0.0], [0.2, 0.3, -0.1], [0.1, -0.2, -0.4], [-0.9, 0.2, 1.8], [0.1, -0.1, -0.2], [-0.2, -0.2, -0.3], [0.0, 0.0, 0.1], [0.0, 0.0, 0.0], [0.0, 0.0, 0.1], [-0.3, 0.0, -0.3], [0.4, -0.2, -0.7], [0.2, -0.6, 0.2], [0.1, 0.0, 0.0], [0.0, 0.0, 0.0], [0.0, 0.1, 0.0], [0.2, -0.3, -0.1], [-1.4, -0.4, 1.0], [0.4, 0.1, -0.3], [0.3, 0.0, 0.2], [0.0, 0.0, 0.0], [0.1, 0.0, -0.1], [-0.1, 0.0, 0.0], [0.1, 0.1, 0.3], [0.5, 0.2, -0.3], [-0.2, 0.3, -0.4], [0.0, 0.0, 0.1], [0.0, 0.0, 0.0], [0.0, 0.0, 0.1], [0.1, 0.3, -0.2], [0.2, 0.0, -0.1], [0.0, -0.1, -0.2], [0.2, 0.0, -0.4], [0.2, 0.1, 0.1], [0.1, 0.1, 0.1], [0.0, -0.1, 0.0], [0.1, 0.0, 0.1], [0.0, 0.1, 0.0], [0.1, 0.0, 0.1], [0.0, 0.1, 0.0], [-0.1, 0.0, 0.1], [0.0, 0.1, 0.0], [0.1, 0.0, -0.1], [0.0, 0.1, 0.0], [-0.1, 0.0, -0.1], [0.0, -0.1, -0.1], [-0.1, 0.0, 0.0], [-0.1, 0.0, 0.0], [0.0, 0.1, 0.0], [0.0, -0.1, 0.0], [-0.1, -0.1, 0.0], [0.0, 0.0, 0.1], [0.0, 0.0, 0.0], [0.0, -0.1, 0.0], [0.0, 0.2, 0.3], [0.0, -0.3, 0.2], [0.1, -0.1, 0.0], [0.0, 0.2, 0.1], [-0.1, -0.1, -0.1], [0.1, -0.1, 0.0], [-0.1, -0.2, 0.1], [0.6, 0.9, 0.7], [-0.2, 0.2, 0.1], [0.0, -0.1, -0.1], [0.0, -0.1, 0.0], [0.1, 0.0, -0.2], [0.0, -0.1, -0.2], [0.0, 0.0, -0.2], [0.6, -1.0, 1.0], [-0.4, 0.9, -1.8], [0.7, 0.3, -0.1], [0.0, -0.1, 0.0], [-0.1, 0.0, 0.0], [0.0, 0.0, 0.1], [-0.1, 0.1, 0.1], [0.1, 0.1, 0.0], [-0.1, 0.0, 0.6], [-0.1, 0.1, 0.2], [0.0, 0.0, -0.1], [0.0, 0.0, 0.0], [0.1, -0.1, 0.0], [0.0, 0.0, 0.2], [-0.3, -0.6, 0.2], [-0.2, -0.1, 0.1], [0.0, 0.1, -0.1], [0.0, 0.0, 0.0], [0.1, 0.0, 0.0], [0.0, -0.2, 0.1], [0.1, -0.2, -0.1], [0.0, -0.1, -0.1], [-0.1, 0.0, 0.0], [0.0, 0.0, 0.0], [0.0, 0.1, 0.1], [-0.2, 0.2, -0.1], [0.0, 0.0, 0.0], [0.0, 0.0, -0.1], [0.0, 0.0, 0.0], [0.0, -0.1, 0.0], [-0.1, 0.1, 0.0], [0.0, 0.1, 0.0], [0.0, 0.1, 0.0], [0.1, 0.0, 0.0], [0.2, 0.0, 0.0]],
  "mulliken_charge": [1.676, -0.179, 0.170, -0.428, -1.450, 0.583, -0.984, 0.779, -0.620, -0.910, -0.734, -0.284, 0.692, -0.708, 0.169, 0.304, 0.530, 0.501, 0.427, 0.477, 0.217, -2.064, -1.260, 1.737, -0.089, 0.296, -0.962, -0.603, -0.814, -0.638, -0.177, -0.145, -0.742, -0.730, -0.464, -0.888, 1.886, 0.604, -0.762, -0.909, -0.777, -0.654, -0.869, 0.813, -0.957, -0.799, -0.672, -0.626, -0.553, 0.661, 0.809, 0.712, 0.657, 0.091, 0.510, 0.413, 0.447, 0.434, 0.316, 0.445, 0.410, 0.531, 0.449, 0.607, 0.482, 0.433, 0.487, 0.179, 0.413, 0.468, 0.413, 0.456, 0.454, 0.787, -0.476, -0.096, -0.182, -0.642, -1.190, 0.609, 0.915, 0.260, -1.117, 0.519, 0.214, -0.599, 0.612, 2.498, -1.320, 0.070, -0.529, -0.804, -0.916, -0.747, 1.430, 0.665, -0.531, -0.840, -0.791, -0.570, -0.262, 1.066, -0.259, -0.918, -0.685, -0.785, -0.148, 0.274, 0.498, 0.431, 0.508, 0.192, 0.456, 0.452, 0.423, 0.503, 0.393, 0.394, 0.462, 0.408, 0.420, 0.263]
}



The calculation returns the following highest occupied orbital energy values, one per record and in order: -9.8; -8.7; -8.5; -8.6; -10.3 eV.